No. 1
C4H12N2 | ωB97M-V/def2-TZVPD

Net charge: 0
SMILES string: C[C@@H](N)CCN
HOMO-LUMO gap (eV): 9.92

Geometry (Å):
H: 0.844 2.260 -1.553
H: 1.959 0.987 -2.026
C: -0.133 0.655 0.751
C: 0.612 0.250 -0.527
H: -0.827 -1.093 1.767
H: -0.219 -0.047 -1.205
H: -0.523 1.679 0.743
H: 0.649 0.782 1.541
H: -1.794 0.249 2.022
H: -2.796 -1.342 0.407
H: 2.169 1.771 -0.505
C: -1.309 -0.262 1.194
H: 1.223 -1.537 -1.147
N: 1.349 -1.002 -0.316
H: 1.742 -1.022 0.603
N: -1.965 -0.897 0.026
H: -1.326 -1.643 -0.229
C: 1.379 1.382 -1.169

=====

No. 2
C4H11N2OS | ωB97M-V/def2-TZVPD

Net charge: -1
HOMO-LUMO gap (eV): 7.10

Geometry (Å):
H: 2.043 1.397 1.689
H: -0.747 1.252 0.468
O: -2.782 -2.845 -0.069
C: 1.354 0.999 0.929
N: -2.145 -0.800 -0.831
C: 2.031 0.966 -0.431
H: -0.318 -3.246 -0.024
H: -1.383 -0.222 -1.176
H: 0.151 2.735 0.378
C: 0.061 1.804 0.949
H: -0.250 2.070 1.963
S: 1.072 0.064 -1.708
H: 0.091 -1.672 -0.660
H: 2.204 1.985 -0.782
C: -1.886 -2.048 -0.336
H: 3.006 0.492 -0.340
H: -3.079 -0.635 -1.152
H: 1.133 -0.021 1.248
N: -0.556 -2.273 -0.116

=====

No. 3
C5H13N2OS2 | ωB97M-V/def2-TZVPD

Net charge: +1
SMILES string: C/[NH+]=C/[C@@](N)(O)[C@@H](S)SC
HOMO-LUMO gap (eV): 8.83

Geometry (Å):
N: -2.012 0.019 0.906
C: 1.399 0.526 -0.437
H: 3.522 -0.889 -0.587
N: -0.635 -0.928 -1.335
H: -0.055 2.147 -2.009
H: 3.419 -2.370 0.346
H: 0.002 -1.424 -0.636
H: 2.591 1.987 0.918
H: 2.038 0.244 -1.298
H: -3.130 -0.094 2.587
O: -0.416 1.206 -2.116
C: 3.256 -1.247 0.387
S: 1.631 2.249 0.105
C: -3.233 -0.070 1.523
C: -0.303 0.445 -1.015
S: 1.620 -0.744 0.818
H: -3.908 0.775 1.296
C: -1.776 0.461 -0.266
H: 4.048 -0.856 1.083
H: -0.598 -1.273 -2.272
H: -1.232 -0.247 1.589
H: -3.847 -1.028 1.294
H: -2.383 1.110 -0.881

=====

No. 4
C3H2N2O2 | ωB97M-V/def2-TZVPD

Net charge: 0
SMILES string: N=C=C=NOC=O
HOMO-LUMO gap (eV): 8.33

Geometry (Å):
N: -2.221 -1.232 0.023
C: -1.550 -0.208 -0.033
O: 1.023 -0.764 0.595
O: 1.218 1.357 -0.280
N: -0.103 1.832 0.089
C: -0.995 0.955 0.039
C: 1.631 0.111 0.042
H: -1.680 -2.074 -0.187
H: 2.677 0.024 -0.289

=====

No. 5
C22H25ClN2O3 | ωB97M-V/def2-TZVPD

Net charge: 0
SMILES string: CCOC(=O)[C@@]1(Cc2cccc(Cl)c2)CCCN(C(=O)c2cccc(C)n2)C1
HOMO-LUMO gap (eV): 9.65

Geometry (Å):
C: -0.176 -1.296 -0.424
H: -2.489 -3.625 -3.436
H: -0.665 -1.185 2.955
H: 1.537 -0.310 2.390
Cl: -4.769 0.551 -1.105
H: 2.282 1.211 -2.950
H: 1.052 3.315 -3.538
H: -1.850 -1.466 -2.328
C: 0.760 3.840 -1.479
H: -1.558 -2.216 1.823
C: 3.170 -1.677 0.811
H: -0.454 4.653 0.844
H: -2.238 3.189 2.053
C: 2.053 1.540 -0.851
C: 2.818 0.292 -0.537
N: 1.620 2.318 0.135
C: 0.565 4.302 0.988
C: 0.279 -1.419 1.028
H: -1.506 -4.516 -2.265
C: -2.821 -0.297 0.545
H: 4.068 -1.689 0.191
O: -0.752 -2.414 -0.863
H: -0.889 1.283 2.814
H: 0.634 3.736 1.912
H: 3.457 -1.702 1.868
C: -2.106 -3.623 -2.420
C: -2.396 2.213 1.620
H: 2.048 -2.858 -0.586
C: -1.835 -0.125 1.509
H: 0.296 -3.583 1.000
C: -3.563 0.786 0.113
H: 0.820 0.685 1.099
O: 3.751 -0.037 -1.255
C: 0.995 3.447 -0.164
N: 2.472 -0.434 0.552
C: 0.966 -2.768 1.278
O: -0.072 -0.300 -1.092
C: 1.890 1.869 -2.192
H: 0.234 4.761 -1.683
C: -0.983 -1.293 1.916
H: 2.782 -3.797 0.719
H: 1.216 5.173 1.063
C: -3.358 2.050 0.640
H: -0.419 -2.344 -2.895
C: 1.215 3.035 -2.507
H: -3.012 -1.276 0.131
C: -1.264 -2.382 -2.198
H: 1.184 -2.855 2.346
H: -2.943 -3.642 -1.728
C: 2.267 -2.865 0.484
C: -1.637 1.139 2.049
C: 1.269 -0.280 1.327
H: -3.946 2.885 0.293

=====

no.,total energy (eV)
1,-7321.60930
2,-20192.09761
3,-32084.54490
4,-10213.89724
5,-44866.72455